Entry 1:
Formula: C11H18ClNO
Source: the Open Molecules 2025 dataset
Level of theory: the ωB97M-V functional and the def2-TZVPD basis

- energy relative to the best compared isomer or geometry (same formula, charge and spin) (kJ/mol) = 468.90
- F_max (eV/Å) = 2.901
- Kohn-Sham gap (eV) = 4.29
- HOMO level (eV) = -5.865

Geometry as ORCA input:
```
! RIJCOSX wB97M-V def2-TZVPD def2/J DEFGRID3
* xyz 0 1
C 0.601 -4.280 -0.313
C 0.785 -2.736 -0.210
C 1.943 -2.004 -0.775
C 2.071 -0.549 -0.681
C 1.050 0.295 0.014
C 1.325 1.823 0.086
C 1.712 2.272 -1.404
C 0.130 2.748 0.605
C -0.063 -0.445 0.572
O -1.071 0.242 1.291
C -2.269 0.257 0.543
N -3.464 -0.055 1.419
C -0.210 -1.919 0.477
H -0.203 -4.485 -1.071
H 0.261 -4.746 0.651
H 1.534 -4.802 -0.641
H 2.712 -2.638 -1.278
H 2.985 -0.110 -1.124
H 2.235 2.014 0.711
H 1.923 3.371 -1.329
H 2.648 1.784 -1.773
H 0.844 2.189 -2.103
H 0.288 2.862 1.726
H 0.209 3.862 0.190
H -0.892 2.372 0.374
H -2.389 1.273 0.068
H -2.271 -0.481 -0.296
H -3.219 -0.599 2.255
H -4.155 -0.549 0.840
H -3.909 0.837 1.679
H -1.082 -2.434 0.949
Cl -0.061 4.631 -1.451
*
```

These are the Löwdin partial charges, in e, on atoms 1 to 5:
1 C -0.078
2 C -0.245
3 C -0.027
4 C 0.003
5 C -0.080

Entry 2:
Formula: C11H18CuIN5O2S4
Source: the Open Molecules 2025 dataset
Level of theory: the ωB97M-V functional and the def2-TZVPD basis

- energy relative to the best compared isomer or geometry (same formula, charge and spin) (kJ/mol) = 14.68
- F_max (eV/Å) = 0.977
- Kohn-Sham gap (alpha / beta) (eV) = 5.77 / 4.85
- ⟨S²⟩ = 0.76
- HOMO level (alpha / beta) (eV) = -5.999 / -5.961

Geometry as ORCA input:
```
! RIJCOSX wB97M-V def2-TZVPD def2/J DEFGRID3
* xyz 0 2
Cu 0.273 1.354 -1.471
S 0.058 3.394 -2.265
S 0.593 4.377 -0.581
S -0.956 4.851 0.772
S -1.858 3.352 1.654
N -1.830 0.801 -1.159
C -1.932 -0.638 -1.396
C -2.898 -1.404 -0.456
C -2.999 -0.964 1.016
C -1.709 -0.904 1.874
N -0.632 -1.781 1.454
C -0.593 -3.094 1.589
N -1.433 -3.716 2.435
N 0.326 -3.778 0.906
C -0.525 -1.295 -1.372
O -0.473 -2.530 -1.520
O 0.482 -0.563 -1.133
H -1.937 1.059 -0.185
H -2.518 1.328 -1.681
H -2.292 -0.793 -2.416
H -2.624 -2.460 -0.514
H -3.909 -1.313 -0.859
H -3.711 -1.645 1.490
H -3.438 0.035 1.056
H -1.955 -1.114 2.919
H -1.314 0.110 1.849
H 0.056 -1.374 0.821
H -1.966 -3.175 3.093
H -1.340 -4.701 2.596
H 0.486 -3.412 -0.054
H 0.331 -4.781 0.983
I 1.842 1.001 1.649
C 2.948 1.755 0.030
C 4.141 2.397 0.324
C 4.906 2.849 -0.735
C 4.459 2.622 -2.028
C 3.254 1.971 -2.211
N 2.500 1.544 -1.195
H 4.441 2.541 1.351
H 5.838 3.366 -0.552
H 5.037 2.959 -2.877
H 2.870 1.769 -3.202
*
```

These are the Löwdin partial charges, in e, on atoms 1 to 5:
1 Cu -0.086
2 S 0.074
3 S -0.110
4 S -0.093
5 S -0.023

Entry 3:
Formula: C11H18N2O2
Source: the Open Molecules 2025 dataset
Level of theory: the ωB97M-V functional and the def2-TZVPD basis

- energy relative to the best compared isomer or geometry (same formula, charge and spin) (kJ/mol) = 966.42
- F_max (eV/Å) = 4.339
- Kohn-Sham gap (alpha / beta) (eV) = 9.14 / 7.22
- HOMO level (alpha / beta) (eV) = -8.708 / -7.662

Geometry as ORCA input:
```
! RIJCOSX wB97M-V def2-TZVPD def2/J DEFGRID3
* xyz 0 1
C -1.897 -0.415 -1.297
C -2.555 0.374 -0.136
C 1.507 -1.258 1.347
C 1.449 -0.497 2.643
C -0.524 -0.911 -0.872
C 1.633 -0.305 0.161
C -1.729 1.685 0.142
C 0.327 0.440 2.799
C 0.395 0.235 -0.524
C -0.346 1.344 0.404
C 0.913 1.186 -1.725
N 0.202 1.463 1.818
N 1.021 2.532 1.722
O 1.554 2.945 2.740
O 1.068 3.110 0.593
H -2.515 -1.351 -1.455
H -1.716 0.167 -2.214
H -3.650 0.570 -0.406
H -2.641 -0.198 0.734
H 2.425 -1.900 1.370
H 0.722 -2.027 1.220
H 1.631 -1.060 3.582
H 2.391 0.129 2.739
H -0.614 -1.492 0.065
H -0.089 -1.420 -1.781
H 2.336 0.463 0.354
H 2.273 -0.937 -0.545
H -1.841 2.171 -0.793
H -2.313 2.122 0.983
H -0.495 0.139 3.320
H 0.134 1.775 -2.204
H 1.483 0.546 -2.559
H 1.546 1.901 -1.261
*
```

These are the Löwdin partial charges, in e, on atoms 1 to 5:
1 C -0.194
2 C -0.176
3 C -0.196
4 C -0.213
5 C -0.174

Entry 4:
Formula: C11H18N2O5
Source: the Open Molecules 2025 dataset
Level of theory: the ωB97M-V functional and the def2-TZVPD basis

- F_max (eV/Å) = 7.418
- SMILES = CN(CC(=O)NO)C(=O)[C@@H]1CCCC[C@@H]1C(=O)O
- Kohn-Sham gap (eV) = 9.39
- HOMO level (eV) = -9.072

Geometry as ORCA input:
```
! RIJCOSX wB97M-V def2-TZVPD def2/J DEFGRID3
* xyz 0 1
C -0.606 -3.024 -0.933
N 0.062 -1.841 -0.368
C 1.307 -2.121 0.360
C 1.315 -2.230 1.878
O 0.397 -2.302 2.620
N 2.537 -2.444 2.486
O 3.796 -2.679 1.579
C -0.537 -0.504 -0.621
O -1.596 -0.482 -1.037
C 0.032 0.874 0.013
C -0.568 1.211 1.341
C -2.135 1.671 1.119
C -2.171 2.812 0.077
C -1.472 2.523 -1.126
C -0.015 2.112 -0.901
C 0.741 1.875 -2.240
O 0.435 2.537 -3.210
O 1.772 0.959 -2.295
H -1.632 -2.907 -1.003
H -0.221 -3.065 -1.952
H -0.293 -3.973 -0.429
H 1.666 -3.067 -0.087
H 1.859 -1.288 0.086
H 2.545 -2.770 3.442
H 3.823 -3.585 1.130
H 1.130 0.639 0.050
H -0.597 0.302 1.931
H -0.101 1.936 1.964
H -2.771 0.878 0.747
H -2.523 2.179 2.027
H -1.754 3.789 0.465
H -3.259 2.840 -0.099
H -2.056 1.825 -1.692
H -1.411 3.388 -1.674
H 0.468 2.966 -0.369
H 1.833 0.966 -3.277
*
```

These are the Löwdin partial charges, in e, on atoms 1 to 5:
1 C -0.040
2 N -0.084
3 C -0.084
4 C -0.488
5 O 0.105